{
  "formula": "CHBrF3N",
  "method": "ωB97M-V/def2-TZVPD",
  "total_charge": 0,
  "e_above_lowest_ev": 3.411,
  "symbols": ["C", "N", "F", "F", "F", "Br", "H"],
  "positions_angstrom": [[0.622, 0.800, 0.738], [-1.779, 2.016, -1.268], [0.578, 0.310, -0.485], [1.697, 0.303, 1.305], [-0.437, 0.420, 1.393], [-1.858, 0.683, -2.272], [0.833, 1.999, 0.796]],
  "lowdin_charge": [-0.60, -0.59, 0.06, 0.11, 0.14, 0.68, 0.21]
}